No. 1
{
  "formula": "C78H171BrN3O6P3",
  "method": "ωB97M-V with the def2-TZVPD basis set",
  "elements": ["C", "C", "C", "C", "P", "C", "C", "C", "C", "C", "C", "C", "C", "C", "C", "C", "C", "H", "H", "H", "H", "H", "H", "H", "H", "H", "H", "H", "H", "H", "H", "H", "H", "H", "H", "H", "H", "H", "H", "H", "H", "H", "H", "H", "H", "H", "H", "H", "H", "H", "H", "H", "H", "C", "C", "C", "C", "P", "C", "C", "C", "C", "C", "C", "C", "C", "C", "C", "C", "C", "H", "H", "H", "H", "H", "H", "H", "H", "H", "H", "H", "H", "H", "H", "H", "H", "H", "H", "H", "H", "H", "H", "H", "H", "H", "H", "H", "H", "H", "H", "H", "H", "H", "H", "H", "H", "C", "C", "C", "C", "P", "C", "C", "C", "C", "C", "C", "C", "C", "C", "C", "C", "C", "H", "H", "H", "H", "H", "H", "H", "H", "H", "H", "H", "H", "H", "H", "H", "H", "H", "H", "H", "H", "H", "H", "H", "H", "H", "H", "H", "H", "H", "H", "H", "H", "H", "H", "H", "H", "C", "C", "C", "N", "C", "C", "C", "C", "C", "H", "H", "H", "H", "H", "H", "H", "H", "H", "H", "H", "H", "H", "H", "H", "H", "H", "H", "C", "C", "C", "N", "C", "C", "C", "C", "C", "H", "H", "H", "H", "H", "H", "H", "H", "H", "H", "H", "H", "H", "H", "H", "H", "H", "H", "C", "C", "C", "N", "C", "C", "C", "C", "C", "H", "H", "H", "H", "H", "H", "H", "H", "H", "H", "H", "H", "H", "H", "H", "H", "H", "H", "C", "C", "O", "O", "H", "H", "H", "C", "C", "O", "O", "H", "H", "H", "C", "C", "O", "O", "H", "H", "H", "Br"],
  "positions_angstrom": [[8.66, 1.87, -8.33], [8.95, 0.83, -7.24], [7.70, 0.33, -6.38], [8.14, -0.55, -5.19], [6.69, -1.11, -4.14], [7.43, -2.03, -2.75], [6.55, -2.29, -1.55], [7.24, -2.96, -0.36], [6.32, -3.32, 0.79], [5.94, 0.39, -3.48], [6.91, 1.29, -2.73], [6.11, 2.48, -2.08], [6.87, 3.37, -1.19], [5.79, -2.36, -5.10], [4.37, -2.67, -4.66], [3.54, -3.59, -5.58], [4.19, -4.93, -5.91], [8.20, 1.46, -9.23], [9.60, 2.28, -8.66], [8.08, 2.73, -7.96], [9.74, 1.15, -6.55], [9.37, -0.03, -7.77], [7.00, -0.18, -7.05], [7.14, 1.15, -5.99], [8.93, -0.09, -4.58], [8.63, -1.48, -5.53], [8.29, -1.45, -2.46], [7.90, -2.92, -3.20], [5.67, -2.94, -1.72], [6.10, -1.36, -1.16], [7.95, -2.30, 0.12], [7.76, -3.87, -0.70], [6.78, -3.67, 1.71], [5.65, -4.13, 0.53], [5.63, -2.50, 1.06], [5.12, -0.01, -2.87], [5.36, 0.89, -4.27], [7.67, 1.74, -3.36], [7.41, 0.70, -1.95], [5.30, 2.05, -1.46], [5.72, 3.02, -2.93], [6.30, 3.94, -0.45], [7.41, 4.17, -1.72], [7.60, 2.83, -0.59], [6.46, -3.24, -5.03], [5.79, -1.94, -6.12], [3.98, -1.66, -4.66], [4.33, -3.01, -3.61], [3.31, -3.04, -6.49], [2.55, -3.81, -5.12], [3.41, -5.52, -6.43], [4.48, -5.55, -5.07], [4.98, -4.90, -6.65], [-10.81, 4.21, -5.47], [-9.48, 3.76, -4.86], [-8.55, 3.21, -6.01], [-7.36, 2.34, -5.57], [-6.06, 3.14, -4.58], [-6.79, 3.38, -2.91], [-5.86, 3.80, -1.81], [-6.63, 4.47, -0.69], [-5.81, 4.89, 0.49], [-4.67, 2.03, -4.61], [-3.52, 2.12, -3.58], [-2.13, 1.52, -3.90], [-1.39, 2.27, -4.92], [-5.69, 4.75, -5.43], [-4.85, 5.77, -4.65], [-4.69, 7.16, -5.40], [-5.94, 7.99, -5.40], [-11.31, 3.39, -5.97], [-10.60, 4.99, -6.19], [-11.42, 4.58, -4.64], [-9.64, 2.97, -4.13], [-9.08, 4.60, -4.29], [-8.27, 4.06, -6.61], [-9.20, 2.63, -6.69], [-6.81, 2.04, -6.47], [-7.67, 1.46, -5.05], [-7.43, 2.51, -2.67], [-7.53, 4.18, -3.07], [-5.07, 4.45, -2.14], [-5.35, 2.88, -1.44], [-7.51, 3.92, -0.42], [-6.98, 5.37, -1.20], [-6.34, 5.18, 1.37], [-5.13, 5.69, 0.22], [-5.13, 4.07, 0.85], [-4.26, 2.11, -5.61], [-5.13, 1.04, -4.50], [-3.84, 1.65, -2.64], [-3.42, 3.19, -3.35], [-2.35, 0.46, -4.12], [-1.47, 1.51, -3.02], [-1.96, 2.38, -5.89], [-0.46, 1.73, -5.11], [-1.08, 3.31, -4.61], [-6.69, 5.16, -5.62], [-5.12, 4.52, -6.34], [-3.88, 5.34, -4.45], [-5.36, 5.98, -3.71], [-4.32, 7.02, -6.43], [-3.89, 7.68, -4.91], [-5.84, 9.04, -5.72], [-6.49, 8.11, -4.46], [-6.67, 7.64, -6.11], [-4.02, -4.01, 5.96], [-2.55, -3.50, 5.59], [-1.44, -4.17, 6.37], [-0.17, -3.55, 5.71], [1.50, -4.10, 6.29], [2.72, -3.91, 4.98], [2.47, -4.74, 3.72], [3.24, -4.20, 2.54], [2.80, -4.81, 1.26], [2.12, -3.19, 7.77], [1.02, -2.88, 8.90], [0.39, -4.07, 9.61], [1.36, -4.93, 10.37], [1.35, -5.89, 6.63], [2.64, -6.72, 6.62], [2.38, -8.04, 7.23], [1.44, -8.86, 6.35], [-4.08, -5.09, 5.76], [-4.75, -3.44, 5.36], [-4.17, -3.89, 7.03], [-2.49, -2.43, 5.75], [-2.43, -3.61, 4.51], [-1.40, -5.25, 6.25], [-1.57, -3.89, 7.41], [-0.19, -2.47, 5.72], [-0.12, -3.80, 4.66], [3.71, -4.20, 5.37], [2.69, -2.82, 4.75], [1.42, -4.66, 3.43], [2.71, -5.78, 3.95], [4.31, -4.44, 2.64], [3.25, -3.13, 2.46], [1.73, -4.82, 1.01], [3.20, -5.83, 1.10], [3.19, -4.30, 0.37], [2.44, -2.19, 7.40], [2.98, -3.78, 8.07], [0.29, -2.25, 8.41], [1.53, -2.21, 9.58], [-0.14, -4.67, 8.86], [-0.35, -3.69, 10.31], [0.76, -5.65, 10.94], [1.94, -4.32, 11.06], [2.11, -5.49, 9.81], [0.73, -6.35, 5.86], [0.92, -5.95, 7.62], [3.36, -6.17, 7.26], [3.11, -6.80, 5.65], [1.96, -7.82, 8.19], [3.29, -8.63, 7.43], [1.16, -9.76, 6.85], [1.99, -9.16, 5.46], [0.55, -8.29, 6.07], [0.17, -2.14, 2.33], [0.36, -0.80, 1.61], [1.59, -0.96, 0.74], [1.83, 0.14, -0.25], [2.24, 1.39, 0.44], [0.61, 0.58, -1.07], [1.03, 0.82, -2.49], [2.54, 0.47, -2.49], [2.73, -0.43, -1.31], [-0.70, -2.20, 3.02], [1.02, -2.27, 3.02], [0.10, -2.92, 1.57], [0.43, 0.02, 2.31], [-0.42, -0.62, 0.88], [1.50, -1.87, 0.17], [2.48, -1.00, 1.35], [2.44, 2.13, -0.33], [3.16, 1.35, 1.05], [1.42, 1.70, 1.07], [0.08, 1.40, -0.57], [-0.05, -0.28, -1.04], [0.77, 1.84, -2.85], [0.46, 0.14, -3.12], [3.12, 1.38, -2.46], [2.72, -0.04, -3.42], [3.75, -0.51, -0.90], [2.38, -1.42, -1.61], [-3.94, 8.32, 2.82], [-3.58, 7.06, 3.64], [-2.07, 6.85, 3.52], [-1.60, 5.50, 3.94], [-2.02, 5.21, 5.36], [-0.10, 5.42, 3.75], [0.27, 3.89, 3.74], [-1.04, 3.33, 3.10], [-2.02, 4.49, 2.96], [-5.03, 8.30, 2.73], [-3.40, 8.19, 1.87], [-3.60, 9.22, 3.31], [-3.98, 6.14, 3.18], [-3.90, 7.13, 4.68], [-1.58, 7.61, 4.12], [-1.75, 6.96, 2.48], [-3.00, 4.81, 5.39], [-1.91, 6.13, 5.90], [-1.42, 4.35, 5.65], [0.36, 6.01, 4.53], [0.09, 5.77, 2.75], [0.62, 3.40, 4.64], [1.05, 3.80, 2.98], [-1.49, 2.60, 3.76], [-0.87, 2.83, 2.16], [-3.07, 4.26, 3.10], [-1.89, 5.01, 2.02], [-3.49, -5.09, 1.15], [-4.14, -3.68, 1.13], [-3.36, -2.73, 0.29], [-3.89, -1.34, 0.56], [-5.41, -1.33, 0.38], [-3.32, -0.26, -0.31], [-3.55, 1.03, 0.48], [-3.36, 0.68, 1.96], [-3.47, -0.87, 1.93], [-4.21, -5.86, 1.48], [-2.68, -5.04, 1.88], [-3.15, -5.43, 0.19], [-4.35, -3.43, 2.15], [-5.14, -3.81, 0.68], [-3.39, -2.92, -0.77], [-2.26, -2.67, 0.43], [-5.59, -0.26, 0.41], [-5.97, -1.82, 1.18], [-5.63, -1.76, -0.61], [-3.59, -0.46, -1.35], [-2.24, -0.43, -0.31], [-4.56, 1.44, 0.30], [-2.84, 1.81, 0.17], [-4.02, 1.19, 2.66], [-2.35, 0.98, 2.25], [-4.18, -1.24, 2.66], [-2.53, -1.37, 2.15], [2.50, 0.70, 4.92], [1.14, 0.03, 4.80], [0.14, 0.59, 4.25], [1.11, -1.14, 5.22], [3.25, -0.07, 4.81], [2.55, 1.15, 5.91], [2.72, 1.44, 4.17], [2.05, 0.37, -6.22], [3.37, 0.88, -5.61], [4.40, 0.31, -5.97], [3.27, 1.77, -4.75], [2.06, -0.10, -7.20], [1.46, 1.31, -6.34], [1.43, -0.30, -5.59], [-0.64, -3.15, -3.40], [-1.09, -2.27, -2.22], [-2.11, -1.57, -2.41], [-0.41, -2.23, -1.15], [-1.50, -3.31, -4.03], [-0.26, -4.12, -3.05], [0.16, -2.67, -3.98], [5.20, 0.36, 1.01]],
  "mulliken_charge": [-1.316, -0.526, -0.405, -1.613, 0.754, -1.510, 0.854, -0.710, -1.118, 0.987, -1.045, 0.779, -1.664, -0.861, 0.544, -0.452, -1.462, 0.324, 0.425, 0.321, 0.417, 0.297, 0.331, 0.314, 0.590, 0.604, 0.548, 0.751, -0.108, -0.557, 0.330, 0.368, 0.514, 0.227, 0.140, -1.626, 0.842, 0.377, 0.502, -0.518, 0.430, 0.371, 0.385, 0.333, 0.752, 0.541, -0.583, 0.095, 0.309, 0.144, 0.460, 0.330, 0.318, -1.494, 0.026, -0.939, -1.322, 1.156, -0.829, 0.891, -0.839, -1.152, -1.176, 0.339, 1.000, -0.955, -0.671, -0.325, -0.662, -1.276, 0.405, 0.351, 0.391, 0.321, 0.235, 0.359, 0.547, 0.480, 0.602, 0.612, 0.031, 0.223, -0.694, 0.417, 0.431, 0.555, 0.387, -0.073, 0.618, 0.424, -0.812, 0.144, 0.273, -0.746, 0.438, -0.124, 0.330, 0.469, 0.522, 0.202, 0.148, 0.367, 0.398, 0.394, 0.300, 0.320, -1.465, -0.123, -0.600, -0.991, 1.157, -0.918, -0.687, -0.169, -1.606, -1.123, -0.869, 0.076, -1.472, -0.831, -0.546, -0.638, -1.154, 0.326, 0.384, 0.397, 0.415, -0.016, 0.373, 0.277, 0.741, 0.293, 0.783, -0.013, 0.133, 0.639, 0.665, 0.016, 0.439, 0.415, 0.097, 0.457, 0.618, 0.296, 0.651, -0.056, 0.449, 0.398, 0.401, 0.218, 0.421, 0.553, 0.325, 0.266, 0.286, 0.459, 0.443, 0.287, 0.282, -0.484, 2.296, -1.827, 1.468, -0.609, 0.880, -0.290, 0.542, 0.624, -0.114, -0.260, 0.539, -0.523, -0.503, 0.414, 0.532, 0.335, -0.168, -0.061, 0.051, -1.213, 0.124, -0.047, 0.637, -0.816, -0.857, 0.294, -1.327, 0.171, -1.230, 0.482, -0.894, -0.733, -0.579, 1.347, -1.185, 0.389, 0.343, 0.401, 0.081, 0.384, 0.451, 0.379, 0.358, 0.305, 0.423, 0.463, 0.378, 0.350, 0.164, 0.023, -0.474, 0.469, 0.202, -1.458, -0.467, 0.038, 1.099, -1.166, -0.521, -0.412, 0.277, -0.074, 0.408, 0.262, 0.384, 0.241, 0.405, 0.720, -0.731, 0.430, 0.316, 0.302, 0.696, -0.257, -0.628, 0.938, 0.497, -0.778, 0.848, -0.578, -1.476, 0.359, -0.788, -0.397, 0.351, 0.358, 0.305, -0.786, 0.668, -0.592, -0.734, 0.480, 0.240, -0.081, -1.395, 0.596, -0.536, -0.313, 0.396, 0.340, 0.087, -0.682],
  "total_charge": 2
}

=====

No. 2
{
  "formula": "C5H11NO",
  "method": "ωB97M-V with the def2-TZVPD basis set",
  "elements": ["C", "N", "C", "O", "C", "C", "C", "H", "H", "H", "H", "H", "H", "H", "H", "H", "H", "H"],
  "positions_angstrom": [[0.31, -0.24, -2.46], [0.41, -0.99, -1.25], [-0.04, -0.64, 0.03], [-0.35, -1.54, 0.77], [-0.13, 0.84, 0.45], [-1.32, 0.95, 1.44], [1.14, 1.24, 1.23], [0.61, 0.83, -2.36], [-0.69, -0.18, -2.87], [0.93, -0.76, -3.21], [0.40, -1.99, -1.38], [-0.37, 1.52, -0.35], [-1.11, 0.82, 2.51], [-1.72, 1.96, 1.24], [-2.14, 0.23, 1.28], [1.04, 2.31, 1.40], [2.06, 0.96, 0.71], [1.29, 0.78, 2.21]],
  "mulliken_charge": [-0.807, -0.175, 0.081, -0.626, 0.821, -1.474, -1.445, 0.251, 0.299, 0.320, 0.260, 0.390, 0.300, 0.383, 0.337, 0.371, 0.348, 0.366],
  "e_above_lowest_kj_mol": 72.3
}

=====

No. 3
{
  "formula": "C6H11N",
  "method": "ωB97M-V with the def2-TZVPD basis set",
  "elements": ["C", "C", "C", "N", "C", "C", "C", "H", "H", "H", "H", "H", "H", "H", "H", "H", "H", "H"],
  "positions_angstrom": [[-0.68, 2.39, 2.18], [-1.44, 2.18, 1.09], [-0.82, 1.50, -0.20], [-0.38, 0.21, 0.03], [0.51, -0.53, -0.68], [0.58, -1.87, -0.58], [1.53, -2.86, -1.30], [0.44, 2.38, 2.21], [-1.16, 2.69, 3.11], [-2.42, 2.49, 0.92], [-1.60, 1.63, -0.89], [0.02, 2.05, -0.65], [-1.18, -0.45, 0.19], [1.14, -0.15, -1.44], [0.35, -2.21, 0.42], [1.16, -3.88, -1.06], [1.37, -2.74, -2.33], [2.57, -2.83, -1.02]],
  "mulliken_charge": [-0.639, -0.269, -0.706, -0.228, 0.042, -0.479, -1.137, 0.239, 0.270, 0.373, 0.357, 0.422, 0.263, 0.321, 0.251, 0.301, 0.324, 0.295],
  "e_above_lowest_kj_mol": 285.3
}

=====

No. 4
{
  "formula": "C30H25BrN4O6PtSe",
  "method": "ωB97M-V with the def2-TZVPD basis set",
  "elements": ["Pt", "Br", "C", "C", "C", "C", "C", "N", "C", "O", "O", "H", "H", "H", "C", "N", "C", "Se", "N", "C", "C", "C", "C", "C", "C", "H", "H", "H", "H", "H", "H", "H", "H", "C", "C", "C", "C", "C", "C", "C", "C", "N", "H", "H", "H", "H", "H", "H", "H", "H", "H", "O", "C", "O", "C", "C", "C", "C", "O", "C", "O", "C", "C", "H", "H", "H", "H", "H"],
  "positions_angstrom": [[-1.22, 0.30, 0.36], [-2.93, 1.34, 2.97], [-3.32, -0.41, 2.33], [-3.97, -1.25, 3.22], [-4.35, -2.49, 2.75], [-4.13, -2.80, 1.42], [-3.46, -1.90, 0.60], [-3.00, -0.73, 1.08], [-3.33, -2.29, -0.91], [-3.94, -3.35, -1.18], [-2.57, -1.61, -1.60], [-4.15, -0.93, 4.23], [-4.82, -3.20, 3.41], [-4.45, -3.72, 0.97], [1.16, 2.67, -2.93], [0.71, 3.25, -1.69], [-0.13, 2.56, -0.72], [-1.89, 1.83, -1.34], [-0.33, 3.66, 0.25], [0.62, 4.63, 0.08], [0.98, 5.72, 0.85], [2.00, 6.57, 0.37], [2.62, 6.32, -0.83], [2.27, 5.20, -1.61], [1.27, 4.37, -1.15], [0.51, 1.83, -3.17], [2.19, 2.32, -2.88], [1.07, 3.41, -3.73], [-0.72, 3.39, 1.14], [0.50, 5.91, 1.80], [2.29, 7.43, 0.96], [3.41, 6.98, -1.18], [2.78, 4.99, -2.55], [0.59, -0.76, -2.34], [1.73, -0.19, -1.55], [3.01, -0.66, -1.88], [4.15, -0.19, -1.27], [4.03, 0.76, -0.26], [2.78, 1.23, 0.12], [2.68, 2.16, 1.30], [1.61, 0.80, -0.55], [0.40, 1.38, -0.08], [0.50, -0.26, -3.31], [-0.39, -0.66, -1.87], [0.77, -1.82, -2.54], [3.08, -1.42, -2.65], [5.12, -0.57, -1.56], [4.91, 1.11, 0.26], [3.65, 2.26, 1.78], [1.96, 1.75, 2.01], [2.32, 3.15, 1.03], [0.57, -1.91, 3.65], [0.00, -1.72, 2.57], [-0.31, -0.57, 2.11], [-0.39, -2.94, 1.76], [-0.91, -4.04, 2.44], [-1.37, -5.17, 1.77], [-1.26, -5.17, 0.40], [-1.61, -6.15, -0.50], [-1.51, -5.49, -1.77], [-0.62, -4.40, -1.61], [-0.69, -4.10, -0.27], [-0.27, -2.97, 0.37], [-0.97, -3.98, 3.52], [-1.81, -6.01, 2.29], [-2.50, -5.11, -2.05], [-1.10, -6.20, -2.49], [0.13, -2.12, -0.17]],
  "mulliken_charge": [0.428, -0.150, 0.272, -0.596, -0.386, -0.715, 0.774, 0.027, 0.072, -0.832, -0.549, 0.410, 0.381, 0.514, -1.219, 0.335, -1.120, -0.500, 0.283, -0.072, -0.755, -0.610, -0.646, -0.789, 1.259, 0.195, 0.339, 0.439, 0.305, 0.390, 0.347, 0.353, 0.392, -1.783, 1.586, -1.273, -0.893, -0.874, 1.085, -1.263, 0.331, 0.654, 0.408, 0.079, 0.515, 0.404, 0.388, 0.347, 0.488, 0.131, 0.116, -0.810, -0.005, -0.562, 0.285, -0.657, -1.114, 0.994, -0.570, -0.231, -0.532, 0.842, -0.539, 0.444, 0.402, 0.277, 0.235, 0.518],
  "e_above_lowest_kj_mol": 130.6,
  "total_charge": -2
}

=====

no.,gap between HOMO and LUMO (eV)
1,6.00
2,10.29
3,8.73
4,5.97